<i>
Formula: C3H8IN6
Source: the Open Molecules 2025 dataset
Level of theory: ωB97M-V/def2-TZVPD

HOMO energy in eV: -12.46
LUMO energy in eV: -4.40
Kohn-Sham gap in Ha: 0.296

Geometry as ORCA input:
```
! RIJCOSX wB97M-V def2-TZVPD def2/J DEFGRID3
* xyz 1 1
C -1.062 2.542 0.259
C -2.085 1.565 0.178
C -2.981 0.797 0.326
N 0.189 2.435 0.208
N 0.462 0.170 0.067
N 0.937 1.366 0.250
N 1.121 -0.901 -0.094
N 2.331 1.545 0.390
N -0.056 -3.218 -0.573
I -4.562 -0.329 0.720
H -1.471 3.593 0.189
H 2.036 -0.982 0.180
H 0.593 -1.855 -0.456
H 2.495 2.446 0.685
H 2.910 1.395 -0.383
H 0.045 -3.793 -1.467
H -1.037 -2.857 -0.645
H 0.135 -3.919 0.166
*
```



<ii>
Formula: C3H8IN6
Source: the Open Molecules 2025 dataset
Level of theory: ωB97M-V/def2-TZVPD

HOMO energy in eV: -11.74
LUMO energy in eV: -4.41
Kohn-Sham gap in Ha: 0.269

Geometry as ORCA input:
```
! RIJCOSX wB97M-V def2-TZVPD def2/J DEFGRID3
* xyz 1 1
C 1.586 1.415 0.240
C -0.313 1.332 0.372
C -0.659 0.092 0.572
N 2.050 0.266 -0.010
N -0.259 -1.003 1.048
N 1.654 -0.887 0.042
N -0.597 -2.257 0.716
N 1.741 -1.698 -1.015
N -0.999 2.367 -0.173
I -3.160 -0.050 -0.032
H 2.157 2.260 0.388
H -1.464 -2.501 0.290
H -0.368 -2.785 1.550
H 1.603 -2.601 -0.663
H 1.622 -1.295 -1.920
H -1.082 3.262 0.356
H -3.007 1.361 -0.742
H -0.505 2.723 -1.020
*
```



Need the numbers? Relative energies in kcal/mol: <i> 0.0; <ii> 46.6.



<i>
Formula: C3H2N2O2
Source: the Open Molecules 2025 dataset
Level of theory: ωB97M-V/def2-TZVPD

HOMO energy in eV: -11.00
LUMO energy in eV: -0.92
Kohn-Sham gap in Ha: 0.370

Geometry as ORCA input:
```
! RIJCOSX wB97M-V def2-TZVPD def2/J DEFGRID3
* xyz 0 1
O -2.708 0.272 -0.175
C -1.571 0.017 0.020
C -0.323 -0.321 -0.820
N 0.467 0.725 -0.868
C 1.435 0.376 0.024
N 1.305 -0.816 0.545
O 0.219 -1.337 -0.108
H -1.015 0.024 1.007
H 2.191 1.060 0.375
*
```



<ii>
Formula: C3H2N2O2
Source: the Open Molecules 2025 dataset
Level of theory: ωB97M-V/def2-TZVPD

HOMO energy in eV: -10.11
LUMO energy in eV: -0.76
Kohn-Sham gap in Ha: 0.344

Geometry as ORCA input:
```
! RIJCOSX wB97M-V def2-TZVPD def2/J DEFGRID3
* xyz 0 1
O -2.555 0.083 -0.787
C -1.715 0.235 0.059
C -0.387 -0.525 -0.016
O -0.266 -1.590 -0.552
N 0.643 0.192 0.667
C 1.838 0.341 -0.078
N 2.005 -0.666 0.615
H -1.834 0.928 0.911
H 2.272 1.001 -0.820
*
```



Need the numbers? Relative energies in kcal/mol: <i> 0.0; <ii> 4.9.



<i>
Formula: C3H2N2O2
Source: the Open Molecules 2025 dataset
Level of theory: ωB97M-V/def2-TZVPD

HOMO energy in eV: -11.15
LUMO energy in eV: -1.10
Kohn-Sham gap in Ha: 0.369

Geometry as ORCA input:
```
! RIJCOSX wB97M-V def2-TZVPD def2/J DEFGRID3
* xyz 0 1
O 2.626 0.161 -0.241
C 1.581 -0.489 -0.037
C 0.192 0.090 0.215
C -0.767 1.034 0.083
N -1.975 0.486 -0.291
N -1.988 -0.792 -0.158
O -0.673 -1.064 0.068
H 1.529 -1.607 0.071
H -0.525 2.180 0.290
*
```



<ii>
Formula: C3H2N2O2
Source: the Open Molecules 2025 dataset
Level of theory: ωB97M-V/def2-TZVPD

HOMO energy (spin up / spin down) in eV: -10.08 / -10.04
LUMO energy (spin up / spin down) in eV: -2.18 / -2.71
Kohn-Sham gap (spin up / spin down) in Ha: 0.290 / 0.269

Geometry as ORCA input:
```
! RIJCOSX wB97M-V def2-TZVPD def2/J DEFGRID3
* xyz 0 1
O 0.598 -1.911 -1.808
C -0.122 -1.545 -0.918
C 0.338 -0.480 0.087
N -0.608 0.476 0.253
C -0.270 1.768 0.651
N 0.609 1.552 1.486
O 1.416 -0.562 0.645
H -1.135 -1.955 -0.748
H -0.825 2.656 0.351
*
```



Need the numbers? Relative energies in kcal/mol: <i> 0.0; <ii> 19.8.



<i>
Formula: C3H2N2O2
Source: the Open Molecules 2025 dataset
Level of theory: ωB97M-V/def2-TZVPD

HOMO energy in eV: -11.43
LUMO energy in eV: -0.18
Kohn-Sham gap in Ha: 0.413

Geometry as ORCA input:
```
! RIJCOSX wB97M-V def2-TZVPD def2/J DEFGRID3
* xyz 0 1
H -0.745 -1.323 -1.027
N -1.353 -0.593 -0.665
C -0.709 0.297 -0.066
C -1.401 1.278 0.740
N -1.886 1.663 1.714
O 0.646 0.467 0.183
C 1.552 -0.450 -0.230
O 1.315 -1.445 -0.854
H 2.542 -0.121 0.109
*
```



<ii>
Formula: C3H2N2O2
Source: the Open Molecules 2025 dataset
Level of theory: ωB97M-V/def2-TZVPD

HOMO energy in eV: -10.94
LUMO energy in eV: -0.66
Kohn-Sham gap in Ha: 0.378

Geometry as ORCA input:
```
! RIJCOSX wB97M-V def2-TZVPD def2/J DEFGRID3
* xyz 0 1
O 1.604 -2.054 -0.780
C 1.419 -1.114 -0.058
C 0.377 -0.015 -0.293
N -0.345 0.155 0.777
C -1.409 0.937 0.417
N -1.304 1.514 -0.733
O 0.059 0.649 -1.356
H 1.898 -1.004 0.936
H -2.298 0.931 1.089
*
```



Need the numbers? Relative energies in kcal/mol: <i> 0.0; <ii> 40.3.



<i>
Formula: C3H2N2O2
Source: the Open Molecules 2025 dataset
Level of theory: ωB97M-V/def2-TZVPD

HOMO energy in eV: -11.66
LUMO energy in eV: 0.14
Kohn-Sham gap in Ha: 0.434

Geometry as ORCA input:
```
! RIJCOSX wB97M-V def2-TZVPD def2/J DEFGRID3
* xyz 0 1
N -1.592 -0.846 -0.214
C -0.763 -0.060 0.292
O 0.522 -0.359 0.700
C 1.516 -0.254 -0.235
O 1.363 -0.050 -1.401
C -1.247 2.448 0.478
N -1.059 1.284 0.483
H -1.199 -1.769 -0.399
H 2.459 -0.393 0.296
*
```



<ii>
Formula: C3H2N2O2
Source: the Open Molecules 2025 dataset
Level of theory: ωB97M-V/def2-TZVPD

HOMO energy (spin up / spin down) in eV: -10.70 / -10.70
LUMO energy (spin up / spin down) in eV: -0.14 / -0.14
Kohn-Sham gap (spin up / spin down) in Ha: 0.388 / 0.388

Geometry as ORCA input:
```
! RIJCOSX wB97M-V def2-TZVPD def2/J DEFGRID3
* xyz 0 1
H -0.450 0.562 2.151
N 0.035 1.094 1.446
C 0.180 0.497 0.344
C 1.432 1.016 -0.232
N 2.203 1.600 0.417
O -0.475 -0.673 0.076
C -0.861 -1.206 -1.122
O -0.685 -0.742 -2.204
H -1.378 -2.147 -0.876
*
```



Need the numbers? Relative energies in kcal/mol: <i> 0.0; <ii> 28.9.



<i>
Formula: C3H2N2O2
Source: the Open Molecules 2025 dataset
Level of theory: ωB97M-V/def2-TZVPD

HOMO energy in eV: -10.65
LUMO energy in eV: -0.23
Kohn-Sham gap in Ha: 0.383

Geometry as ORCA input:
```
! RIJCOSX wB97M-V def2-TZVPD def2/J DEFGRID3
* xyz 0 1
H 0.308 1.033 2.340
N 0.836 0.203 2.063
C 0.481 -0.158 0.919
C 0.988 -1.243 0.115
N 0.984 -1.779 -0.913
O -0.655 0.587 0.189
C -0.905 0.473 -1.174
O -0.366 -0.265 -1.939
H -1.672 1.149 -1.600
*
```



<ii>
Formula: C3H2N2O2
Source: the Open Molecules 2025 dataset
Level of theory: ωB97M-V/def2-TZVPD

HOMO energy (spin up / spin down) in eV: -8.67 / -8.66
LUMO energy (spin up / spin down) in eV: -1.48 / -1.48
Kohn-Sham gap (spin up / spin down) in Ha: 0.264 / 0.264

Geometry as ORCA input:
```
! RIJCOSX wB97M-V def2-TZVPD def2/J DEFGRID3
* xyz 0 1
N 1.174 0.121 -1.476
C 0.154 0.743 -1.134
C -0.635 1.229 -0.199
O -1.507 1.844 0.331
H 1.375 -0.072 -2.355
N -0.180 -0.721 1.836
C -0.125 -1.246 0.778
O -0.123 -1.973 -0.126
H -0.132 0.075 2.344
*
```



<iii>
Formula: C3H2N2O2
Source: the Open Molecules 2025 dataset
Level of theory: ωB97M-V/def2-TZVPD

HOMO energy in eV: -9.77
LUMO energy in eV: -0.24
Kohn-Sham gap in Ha: 0.350

Geometry as ORCA input:
```
! RIJCOSX wB97M-V def2-TZVPD def2/J DEFGRID3
* xyz 0 1
N -0.676 -1.793 0.444
C -0.108 -0.736 0.150
C 1.317 -0.243 0.255
O 2.381 -0.679 0.550
N 0.951 1.038 -0.172
C -0.387 0.809 -0.426
O -1.259 1.473 -0.878
H -1.683 -1.845 0.298
H 1.523 1.863 -0.295
*
```



Need the numbers? Relative energies in kcal/mol: <i> 34.8; <ii> 63.3; <iii> 0.0.



<i>
Formula: C6H20O7
Source: the Open Molecules 2025 dataset
Level of theory: ωB97M-V/def2-TZVPD

HOMO energy in eV: -9.36
LUMO energy in eV: 0.31
Kohn-Sham gap in Ha: 0.356

Geometry as ORCA input:
```
! RIJCOSX wB97M-V def2-TZVPD def2/J DEFGRID3
* xyz 0 1
O 1.030 -0.134 2.789
C 1.598 -1.407 3.031
C 3.122 -1.475 2.872
O 3.805 -0.978 4.024
H 0.930 -0.018 1.823
H 1.296 -1.658 4.051
H 1.143 -2.151 2.362
H 3.394 -0.813 2.053
H 3.368 -2.528 2.715
H 3.783 -1.673 4.687
O 0.881 -0.558 -2.560
C 1.350 0.533 -3.362
C 0.321 0.879 -4.423
O 0.387 -0.029 -5.529
H 1.317 -1.379 -2.800
H 1.518 1.383 -2.695
H 2.318 0.321 -3.818
H 0.586 1.862 -4.822
H -0.666 0.941 -3.959
H -0.007 -0.845 -5.185
O -3.414 1.225 2.730
C -2.964 1.531 1.425
C -3.222 0.367 0.463
O -2.810 0.736 -0.857
H -2.750 0.709 3.198
H -3.570 2.369 1.079
H -1.912 1.825 1.407
H -4.300 0.181 0.413
H -2.792 -0.581 0.797
H -3.574 0.992 -1.372
O 0.116 0.167 0.173
H 0.531 -0.095 -0.665
H -0.812 0.299 -0.044
*
```



<ii>
Formula: C6H20O7
Source: the Open Molecules 2025 dataset
Level of theory: ωB97M-V/def2-TZVPD

HOMO energy in eV: -10.04
LUMO energy in eV: 0.66
Kohn-Sham gap in Ha: 0.393

Geometry as ORCA input:
```
! RIJCOSX wB97M-V def2-TZVPD def2/J DEFGRID3
* xyz 0 1
O -2.176 2.889 0.489
C -2.800 1.927 1.279
C -2.539 0.437 0.753
O -2.715 0.340 -0.621
H -2.441 2.879 -0.432
H -2.367 2.009 2.306
H -3.879 2.079 1.246
H -3.227 -0.224 1.368
H -1.512 0.144 0.873
H -2.038 -0.026 -1.166
O 0.696 -1.994 0.885
C 1.674 -2.984 0.492
C 1.773 -3.038 -1.061
O 0.542 -3.382 -1.680
H -0.189 -2.340 0.615
H 2.665 -2.679 0.750
H 1.453 -3.998 0.981
H 2.513 -3.704 -1.478
H 2.104 -2.003 -1.376
H 0.097 -2.625 -2.117
O 0.734 3.076 0.645
C 0.835 1.691 0.872
C 1.973 1.184 -0.027
O 1.620 1.422 -1.403
H -0.152 3.372 0.719
H 1.087 1.495 1.891
H -0.046 1.148 0.585
H 2.127 0.164 0.075
H 2.928 1.684 0.215
H 1.351 2.361 -1.406
O -0.294 -0.624 -1.623
H 0.116 -0.911 -0.815
H 0.086 0.229 -1.835
*
```



Need the numbers? Relative energies in kcal/mol: <i> 2.0; <ii> 0.0.



<i>
Formula: C8H10O
Source: the Open Molecules 2025 dataset
Level of theory: ωB97M-V/def2-TZVPD

HOMO energy in eV: -9.21
LUMO energy in eV: 0.59
Kohn-Sham gap in Ha: 0.360

Geometry as ORCA input:
```
! RIJCOSX wB97M-V def2-TZVPD def2/J DEFGRID3
* xyz 0 1
C 2.909 0.004 0.064
C 1.392 -0.073 0.150
C 0.684 -1.225 0.317
C -0.754 -1.022 0.251
C -1.158 -0.557 -1.122
C -0.946 0.410 0.151
C -2.256 1.077 0.608
C 0.442 0.998 -0.015
O 0.572 2.131 -0.338
H 3.095 0.551 -1.006
H 3.314 -1.086 0.071
H 3.390 0.556 0.798
H 1.015 -2.258 0.365
H -1.333 -1.801 0.880
H -0.391 -0.564 -1.869
H -2.123 -0.664 -1.434
H -2.975 0.280 0.536
H -2.742 1.914 -0.008
H -2.135 1.330 1.600
*
```



<ii>
Formula: C8H10O
Source: the Open Molecules 2025 dataset
Level of theory: ωB97M-V/def2-TZVPD

HOMO energy in eV: -9.15
LUMO energy in eV: -0.18
Kohn-Sham gap in Ha: 0.330

Geometry as ORCA input:
```
! RIJCOSX wB97M-V def2-TZVPD def2/J DEFGRID3
* xyz 0 1
C -1.140 -2.732 -0.678
C -0.669 -1.465 -0.500
C 0.091 -1.125 0.804
C 0.216 0.387 0.759
C 1.103 1.202 1.713
C -0.219 0.752 -0.523
C 0.177 2.148 -1.027
C -0.963 -0.373 -1.309
O -1.302 -0.440 -2.479
H -0.682 -3.516 -0.140
H -1.674 -2.886 -1.540
H -0.496 -1.553 1.552
H 1.046 -1.720 0.785
H 1.149 0.640 2.616
H 1.977 1.457 1.186
H 0.732 2.046 2.093
H -0.404 2.379 -1.916
H -0.197 2.781 -0.258
H 1.255 2.020 -1.139
*
```



Need the numbers? Relative energies in kcal/mol: <i> 0.0; <ii> 9.5.